[1]
This record from the Open Molecules 2025 dataset describes one molecule with the formula C4H7N3O. The level of theory is wB97M-V/def2-TZVPD.

energy above the lowest of the compared OMol25 structures with the same formula, charge and spin = 321.9 kJ/mol
Kohn-Sham gap = 9.525 eV
lowest unoccupied orbital energy = 0.59 eV
HOMO level = -8.94 eV
E_tot = -10776.411 eV
structure (SMILES) = [H]/N=C1\NCCC=NO1

Geometry as ORCA input:
```
! wB97M-V def2-TZVPD RIJCOSX def2/J DEFGRID3
* xyz 0 1
H 0.3251 -3.2148 0.3703
N -0.5843 -2.7161 0.4022
C -0.4654 -1.4080 0.4386
N 0.7021 -0.7507 0.4521
C 0.7647 0.6630 0.6785
C 0.1186 1.4583 -0.3886
C -1.0011 0.8183 -1.1706
N -1.7841 -0.0971 -0.8541
O -1.5076 -0.5545 0.4767
H 1.5052 -1.3187 0.4446
H 0.3634 0.8893 1.7004
H 1.9118 0.9030 0.6535
H -0.0281 2.4138 0.0612
H 0.8719 1.5662 -1.1632
H -1.1921 1.3480 -2.1014
*
```

***

[2]
This record from the Open Molecules 2025 dataset describes one molecule with the formula C4H7N3O2. The level of theory is wB97M-V/def2-TZVPD.

energy above the lowest of the compared OMol25 structures with the same formula, charge and spin = 769.3 kJ/mol
Kohn-Sham gap = 8.257 eV
lowest unoccupied orbital energy = -0.31 eV
HOMO level = -8.57 eV
E_tot = -12819.557 eV
structure (SMILES) = C[C@@H]1NN=CN(O)C1=O

Geometry as ORCA input:
```
! wB97M-V def2-TZVPD RIJCOSX def2/J DEFGRID3
* xyz 0 1
C 1.2191 -0.9272 0.9146
C 0.3628 -1.0057 -0.5645
N 0.9059 0.2410 -1.2649
N 1.0692 1.4884 -0.5356
C -0.0619 1.4936 0.3523
N -1.1716 0.6699 0.0557
O -2.5716 1.0890 -0.1324
C -1.0760 -0.7316 -0.2979
O -2.0955 -1.3627 -0.3887
H 2.3880 -0.6729 0.8632
H 0.8137 0.2443 1.2766
H 0.7953 -1.7340 1.6461
H 0.7441 -2.0324 -1.1760
H 1.8995 0.2772 -1.3943
H -0.1954 2.6245 0.5725
H -3.0254 0.3387 0.0734
*
```

***

[3]
This record from the Open Molecules 2025 dataset describes one molecule with the formula C4H7N3O2. The level of theory is wB97M-V/def2-TZVPD.

energy above the lowest of the compared OMol25 structures with the same formula, charge and spin = 228.9 kJ/mol
Kohn-Sham gap (spin up / spin down) = 6.292 / 5.499 eV
lowest unoccupied orbital energy (spin up / spin down) = 0.50 / -3.66 eV
expectation value of S² = 2.023
HOMO level (spin up / spin down) = -5.79 / -9.16 eV
E_tot = -12818.340 eV

Geometry as ORCA input:
```
! wB97M-V def2-TZVPD RIJCOSX def2/J DEFGRID3
* xyz 0 3
C 0.4636 0.7264 0.0829
C 1.4506 -1.2631 0.2909
C 0.0288 -1.5325 -0.2502
C 0.1755 2.1993 -0.0637
N 1.5867 0.1626 0.2684
N -0.5920 -0.2226 -0.0738
N -1.9626 -0.1311 0.1617
O -2.4116 1.0234 0.1195
O -2.5561 -1.1990 0.3093
H 1.7132 -1.8209 1.1914
H 2.0428 -1.6394 -0.5514
H 0.1068 -1.8677 -1.3837
H -0.7352 -2.2264 0.1808
H -0.3027 2.4016 -1.0484
H 1.1135 2.7963 -0.1385
H -0.1214 2.5931 0.9047
*
```

***

[4]
This record from the Open Molecules 2025 dataset describes C4H7N3O2S as an isolated structure. The level of theory is wB97M-V/def2-TZVPD.

energy above the lowest of the compared OMol25 structures with the same formula, charge and spin = 50.8 kJ/mol
Kohn-Sham gap = 9.404 eV
lowest unoccupied orbital energy = -0.41 eV
HOMO level = -9.82 eV
E_tot = -23661.121 eV

Geometry as ORCA input:
```
! wB97M-V def2-TZVPD RIJCOSX def2/J DEFGRID3
* xyz 0 1
C -1.4909 -2.5498 -1.1003
C 0.4420 -1.9242 0.4626
C -0.6857 -1.6274 -0.4412
C 1.1369 2.6828 1.0457
N -2.2385 -1.9477 -2.0101
N -0.8980 -0.3839 -0.8164
N 0.5180 1.6463 0.3476
O 1.1461 -0.8911 0.8209
O 0.6692 -3.0128 0.8923
S -2.0498 -0.3840 -2.0711
H -1.5680 -3.5128 -0.9015
H 1.2973 2.2857 2.0074
H 2.0691 2.9330 0.4549
H 0.6173 3.6415 1.1507
H -0.4848 1.5706 0.3849
H 0.6142 1.5015 -0.6372
H 0.9056 -0.0276 0.4107
*
```

***

| no. | largest force on an atom (eV/A) |
| --- | --- |
| 1 | 4.25 |
| 2 | 7.99 |
| 3 | 3.48 |
| 4 | 4.82 |